Entry from the OMol25 dataset: 2 unconnected molecules or ions with the total composition C3H9NO2 (ωB97M-V with the def2-TZVPD basis set).

Each line ends with the Mulliken charge.
Geometry (Å):
C -2.597 2.989 -1.139  -0.934
C -1.998 1.917 -0.354  0.212
O -1.195 1.072 -0.661  -0.454
H -2.305 2.973 -2.212  0.276
H -2.347 3.996 -0.812  0.306
H -3.681 2.868 -0.991  0.296
H -2.176 2.070 0.734  0.293
N 1.746 -0.709 0.274  -0.645
C 1.427 -2.051 0.824  -0.199
O 2.422 -3.008 1.096  -0.466
H 1.955 -0.802 -0.713  0.262
H 0.857 -0.237 0.394  0.286
H 1.000 -1.775 1.794  0.208
H 0.715 -2.551 0.150  0.289
H 3.100 -2.982 0.419  0.271

## Properties
* SMILES: CC=O.NCO
* E_HOMO: -9.2 eV
* ΔE to the lowest compared entry with this formula, charge and spin: 2.2208 eV
* gap between HOMO and LUMO: 10.1 eV
* LUMO energy: 0.840 eV


Entry from the OMol25 dataset: a single C5H9NO molecule (ωB97M-V with the def2-TZVPD basis set).

Each line ends with the Mulliken charge.
Geometry (Å):
C -2.102 -0.260 -0.201  -1.457
C -0.585 -0.489 -0.033  0.718
C -0.247 -1.276 1.159  0.030
N -0.311 -1.741 2.217  -0.473
C 0.200 0.826 0.009  -0.842
C 1.703 0.612 -0.013  -0.527
O 2.015 -0.060 -1.220  -0.515
H -2.271 0.242 -1.163  0.369
H -2.511 0.372 0.593  0.331
H -2.651 -1.205 -0.209  0.389
H -0.221 -1.105 -0.846  0.267
H -0.085 1.410 -0.869  0.384
H -0.073 1.405 0.901  0.337
H 2.010 0.020 0.864  0.360
H 2.211 1.587 0.043  0.317
H 2.931 -0.356 -1.173  0.311

## Properties
* SMILES: C[C@H](C#N)CCO
* E_HOMO: -10.7 eV
* ΔE to the lowest compared entry with this formula, charge and spin: 1.1614 eV
* gap between HOMO and LUMO: 11.5 eV
* LUMO energy: 0.806 eV


Entry from the OMol25 dataset: a single Br3HOSi molecule (ωB97M-V with the def2-TZVPD basis set).

Each line ends with the Mulliken charge.
Geometry (Å):
O -1.414 -0.039 0.634  -0.609
Si 0.478 -0.170 -0.118  0.753
Br 1.520 -0.754 1.716  -0.141
Br 0.852 1.863 -0.734  -0.160
Br 0.534 -1.543 -1.754  -0.120
H -1.970 0.644 0.256  0.277

## Properties
* SMILES: O[Si](Br)(Br)Br
* E_HOMO: -10.7 eV
* ΔE to the lowest compared entry with this formula, charge and spin: 1.5354 eV
* gap between HOMO and LUMO: 10.6 eV
* LUMO energy: -0.121 eV


Entry from the OMol25 dataset: a single C3H5ClF2 molecule (ωB97M-V with the def2-TZVPD basis set).

Each line ends with the Mulliken charge.
Geometry (Å):
C 1.238 0.263 0.501  -1.018
C -0.070 0.507 -0.240  -0.435
C -0.967 -0.619 -0.261  0.639
F -1.173 -1.290 0.875  -0.218
F -0.642 -1.498 -1.344  -0.250
Cl -2.662 -0.139 -0.550  -0.191
H 1.114 0.631 1.581  0.258
H 1.443 -0.789 0.417  0.315
H 2.106 0.716 -0.006  0.317
H 0.176 0.795 -1.275  0.313
H -0.564 1.426 0.302  0.270

## Properties
* SMILES: CCC(F)(F)Cl
* E_HOMO: -11.4 eV
* ΔE to the lowest compared entry with this formula, charge and spin: 0.3390 eV
* gap between HOMO and LUMO: 12.2 eV
* LUMO energy: 0.853 eV


Entry from the OMol25 dataset: a molecular structure, C29H16Cl5IN2O2PSeW (ωB97M-V with the def2-TZVPD basis set).

Each line ends with the Mulliken charge.
Geometry (Å):
W -0.472 0.476 -0.018  0.659
I 0.535 -1.279 2.178  0.392
C 0.541 -3.427 2.044  0.353
C 1.237 -3.998 3.069  -0.745
C 1.259 -5.392 3.212  -0.847
C 0.554 -6.155 2.333  -0.920
C -0.165 -5.574 1.264  1.039
C -0.903 -6.421 0.411  -0.855
C -1.614 -5.911 -0.632  -1.254
C -1.577 -4.535 -0.874  -0.332
C -0.870 -3.654 -0.080  1.115
P -1.055 -1.947 -0.791  0.540
C -2.894 -1.932 -0.777  0.785
C -3.702 -1.861 -1.902  0.034
C -5.080 -1.778 -1.756  -0.852
C -5.650 -1.771 -0.494  -0.626
C -4.844 -1.858 0.633  -0.721
C -3.470 -1.938 0.495  -0.781
C -0.496 -2.190 -2.523  0.776
C 0.423 -3.217 -2.841  -0.738
C 0.835 -3.397 -4.180  -0.496
C 0.409 -2.582 -5.171  -1.071
C -0.445 -1.377 -4.891  0.420
C -0.935 -1.319 -3.472  -1.621
C -0.164 -4.152 1.056  0.208
H 1.760 -3.370 3.779  0.418
H 1.807 -5.841 4.029  0.410
H 0.526 -7.232 2.439  0.408
H -0.898 -7.484 0.613  0.427
H -2.193 -6.552 -1.282  0.468
H -2.127 -4.160 -1.726  0.340
H -3.272 -1.882 -2.893  0.520
H -5.708 -1.704 -2.634  0.468
H -6.724 -1.702 -0.384  0.417
H -5.286 -1.855 1.621  0.457
H -2.844 -2.013 1.378  0.311
H 0.791 -3.879 -2.071  0.551
H 1.503 -4.215 -4.415  0.477
H 0.710 -2.736 -6.198  0.436
H -1.287 -1.326 -5.593  0.383
H -1.618 -0.513 -3.232  1.047
Cl 0.126 3.177 1.825  -0.123
C 1.613 2.413 1.358  0.772
C 1.465 1.214 0.661  -1.731
C 2.644 0.612 0.217  1.413
Cl 2.415 -0.858 -0.697  -0.110
C 3.906 1.129 0.444  -0.379
Cl 5.300 0.340 -0.147  -0.165
C 4.002 2.322 1.173  0.893
Cl 5.537 3.002 1.483  -0.151
C 2.853 2.969 1.641  -0.264
Cl 2.962 4.419 2.538  -0.156
O -2.308 0.681 -0.634  -0.236
N -2.074 1.499 0.414  -0.143
O -1.595 0.642 1.431  -0.163
Se 0.185 1.515 -2.004  -0.048
C 0.360 -0.166 -5.167  0.028
N 1.008 0.756 -5.392  -0.439

## Properties
* E_HOMO (spin up / spin down): -10.7 / -11.5 eV
* ΔE to the lowest compared entry with this formula, charge and spin: 5.9951 eV
* charge: +1
* spin multiplicity: 3
* gap between HOMO and LUMO (spin up / spin down): 6.1 / 5.9 eV
* LUMO energy (spin up / spin down): -4.515 / -5.599 eV


Entry from the OMol25 dataset: a single C3H6O4 molecule (ωB97M-V with the def2-TZVPD basis set).

Each line ends with the Mulliken charge.
Geometry (Å):
C 0.842 -1.969 -0.591  -0.670
O 0.641 -0.690 0.017  -0.279
C -0.073 0.195 -0.673  0.583
O -0.461 0.050 -1.800  -0.565
C -0.398 1.433 0.181  0.128
O -1.426 0.950 1.156  -0.602
O 0.582 1.806 1.051  -0.525
H -0.055 -2.580 -0.472  0.295
H 1.678 -2.428 -0.068  0.228
H 1.053 -1.841 -1.653  0.320
H -0.743 2.262 -0.451  0.372
H -1.906 1.708 1.517  0.309
H 0.267 1.104 1.787  0.405

## Properties
* SMILES: COC(=O)C(O)O
* E_HOMO: -10.3 eV
* ΔE to the lowest compared entry with this formula, charge and spin: 1.3827 eV
* gap between HOMO and LUMO: 11.0 eV
* LUMO energy: 0.697 eV


Entry from the OMol25 dataset: a molecular structure, C36H49IN3O4SW (ωB97M-V with the def2-TZVPD basis set).

Each line ends with the Mulliken charge.
Geometry (Å):
W -0.777 0.744 -0.291  1.520
C -0.127 -1.015 1.089  -1.329
C 0.252 0.168 1.818  1.116
C -0.958 0.902 2.080  0.702
C -2.021 0.089 1.555  -1.433
C -1.532 -1.112 0.990  0.900
C -2.308 -2.367 0.638  1.778
C -2.389 -3.172 1.947  -1.778
C -3.724 -2.070 0.152  -1.830
C -1.586 -3.204 -0.416  -1.733
C -1.266 2.202 2.843  2.182
C -2.781 2.456 2.854  -2.186
C -0.838 2.077 4.312  -1.771
C -0.625 3.440 2.199  -1.419
C 1.672 0.254 2.392  2.021
C 2.662 -0.612 1.597  -1.963
C 1.575 -0.389 3.791  -1.807
C 2.275 1.652 2.502  -1.910
H 0.565 -1.746 0.701  0.005
H -3.062 0.346 1.640  1.277
H -2.901 -2.604 2.727  0.369
H -1.393 -3.429 2.309  0.288
H -2.942 -4.097 1.780  0.480
H -4.300 -1.505 0.890  0.406
H -4.254 -3.009 -0.013  0.581
H -3.713 -1.530 -0.797  0.103
H -0.559 -3.427 -0.128  0.354
H -1.566 -2.696 -1.381  0.156
H -2.112 -4.151 -0.548  0.500
H -3.325 1.677 3.392  0.343
H -3.189 2.547 1.845  0.339
H -2.971 3.400 3.364  0.524
H -1.231 1.162 4.761  0.364
H -1.240 2.923 4.871  0.526
H 0.240 2.088 4.441  0.248
H -1.139 3.698 1.272  0.204
H 0.426 3.303 1.961  0.011
H -0.713 4.289 2.879  0.606
H 2.402 -1.671 1.637  0.487
H 3.647 -0.512 2.055  0.567
H 2.743 -0.308 0.558  0.003
H 1.201 -1.413 3.717  0.318
H 0.923 0.161 4.464  0.263
H 2.571 -0.426 4.235  0.490
H 2.361 2.124 1.524  0.145
H 3.282 1.565 2.911  0.587
H 1.716 2.307 3.163  0.202
S -0.653 2.958 -1.434  -0.708
C -2.366 2.782 -1.391  0.642
C -3.324 3.639 -1.937  -0.896
C -4.652 3.320 -1.789  -0.640
C -5.015 2.154 -1.103  -1.030
C -4.027 1.352 -0.595  -0.415
N -2.720 1.655 -0.737  0.852
H -3.000 4.528 -2.458  0.524
H -5.416 3.968 -2.199  0.425
H -6.051 1.880 -0.966  0.524
H -4.260 0.441 -0.069  0.424
I -3.378 -1.963 -5.361  0.141
C -2.020 -1.317 -3.962  -1.363
C -0.689 -1.678 -3.839  0.059
N -0.195 -1.029 -2.787  0.742
N -1.122 -0.245 -2.214  -0.306
C -2.242 -0.413 -2.930  -0.258
H -0.076 -2.340 -4.427  0.610
H 0.788 -1.016 -2.467  -0.329
H -3.150 0.109 -2.683  0.549
O 4.504 0.977 -3.313  -0.718
C 4.143 1.998 -2.526  0.536
C 4.955 3.135 -2.533  -0.737
C 4.634 4.222 -1.753  -0.370
C 3.496 4.214 -0.941  -1.597
C 2.698 3.096 -0.923  0.135
C 3.000 1.971 -1.703  0.316
C 2.141 0.782 -1.681  0.071
O 2.355 -0.191 -2.417  -1.068
O 1.165 0.753 -0.815  0.770
H 3.827 0.277 -3.217  0.389
H 5.829 3.132 -3.169  0.483
H 5.272 5.096 -1.774  0.407
H 3.246 5.076 -0.338  0.462
H 1.811 3.077 -0.305  0.233
C 2.087 -5.329 -1.435  -0.729
C 3.342 -4.559 -0.971  -0.689
C 3.017 -3.096 -1.305  -0.392
O 1.599 -3.045 -1.493  0.445
C 1.285 -4.260 -2.169  -0.702
H 1.520 -5.697 -0.580  0.244
H 2.321 -6.180 -2.072  0.405
H 4.239 -4.887 -1.492  0.331
H 3.514 -4.695 0.096  0.269
H 3.512 -2.780 -2.229  0.340
H 3.276 -2.390 -0.520  0.064
H 1.603 -4.188 -3.219  0.423
H 0.207 -4.405 -2.137  0.323

## Properties
* E_HOMO (spin up / spin down): -10.5 / -10.7 eV
* ΔE to the lowest compared entry with this formula, charge and spin: 0.0000 eV
* charge: +1
* spin multiplicity: 3
* gap between HOMO and LUMO (spin up / spin down): 7.9 / 7.1 eV
* LUMO energy (spin up / spin down): -2.630 / -3.624 eV


Entry from the OMol25 dataset: a molecular structure, C21H26CrN5OS4 (ωB97M-V with the def2-TZVPD basis set).

Each line ends with the Mulliken charge.
Geometry (Å):
Cr -0.456 0.764 0.808  0.394
C 1.062 2.656 -1.654  -0.548
C 2.261 2.453 -0.749  -1.052
S 2.089 1.025 0.379  0.173
C 2.721 1.791 1.893  -0.801
C 1.881 2.938 2.442  -0.918
S 0.111 2.522 2.497  0.024
C -0.701 3.936 1.706  -0.755
C -0.398 4.149 0.233  -0.882
S -0.541 2.651 -0.808  0.054
H 0.992 1.841 -2.367  0.037
H 1.139 3.596 -2.201  0.656
H 2.449 3.329 -0.133  0.487
H 3.145 2.269 -1.358  0.626
H 3.740 2.128 1.702  0.545
H 2.775 0.970 2.609  0.455
H 1.995 3.856 1.867  0.482
H 2.186 3.151 3.466  0.545
H -0.438 4.826 2.276  0.618
H -1.758 3.729 1.865  0.411
H 0.599 4.554 0.071  0.401
H -1.117 4.865 -0.164  0.546
C 0.818 -1.956 3.984  -1.290
C 0.548 -0.792 3.268  -0.231
N -0.048 -0.799 2.082  0.869
C -0.419 -2.002 1.563  0.223
C -0.183 -3.216 2.206  0.724
C 0.463 -3.171 3.454  -0.608
C -0.648 -4.431 1.592  -1.042
C -1.377 -4.400 0.458  -0.905
C -1.690 -3.153 -0.186  0.708
C -2.533 -3.033 -1.306  -0.783
C -2.803 -1.787 -1.813  -0.995
C -2.188 -0.668 -1.247  -0.566
N -1.371 -0.762 -0.216  0.657
C -1.160 -1.977 0.339  -0.021
H 1.299 -1.885 4.949  0.468
H 0.795 0.173 3.688  0.675
H 0.657 -4.092 3.990  0.490
H -0.421 -5.371 2.080  0.442
H -1.750 -5.317 0.018  0.469
H -2.988 -3.920 -1.732  0.510
H -3.484 -1.655 -2.642  0.501
H -2.371 0.327 -1.635  0.592
C 0.213 -1.238 -5.104  -1.101
N 0.297 -0.498 -3.851  -0.070
C 0.862 -0.949 -2.711  0.112
N 1.457 -2.164 -2.762  -0.382
O 0.823 -0.296 -1.650  -0.123
H -0.258 -0.605 -5.849  0.344
H -0.381 -2.148 -4.997  0.367
H 1.206 -1.496 -5.475  0.355
H -0.246 0.343 -3.761  0.254
H 1.655 -2.623 -3.634  0.165
H 1.984 -2.449 -1.955  0.222
S -4.923 1.502 1.669  -0.308
C -3.373 1.316 1.478  0.619
N -2.195 1.191 1.329  -0.840

## Properties
* E_HOMO (spin up / spin down): -13.5 / -13.6 eV
* charge: +2
* spin multiplicity: 4
* gap between HOMO and LUMO (spin up / spin down): 7.4 / 7.2 eV
* LUMO energy (spin up / spin down): -6.107 / -6.461 eV


no.,E_tot (Ha)
1,-324.89100
2,-325.89487
3,-8087.51735
4,-777.21632
5,-6782.77964
6,-418.84343
7,-2629.28503
8,-3801.72606